Molecular formula: C3H10N3O3
Method: DFT, the ωB97M-V functional and the def2-TZVPD basis

Structure (XYZ):
```
19
Properties=species:S:1:pos:R:3:lowdin_charge:R:1
O -0.864 -1.012 -1.401 -0.055
O 3.087 0.078 -1.117 0.106
O 1.619 -1.481 0.334 0.149
N -0.028 0.356 0.971 -0.009
N 1.889 0.497 -0.636 0.077
N 1.267 -0.365 0.046 -0.147
C -0.257 1.753 0.645 -0.048
C -1.833 -0.706 -0.426 -0.188
C -1.100 -0.596 1.001 -0.128
H -0.456 -1.810 -1.080 0.075
H -1.680 -0.379 1.858 0.128
H -0.788 -1.643 1.178 0.132
H 3.393 -0.779 -0.692 0.169
H -2.276 0.173 -0.712 0.082
H -2.573 -1.498 -0.585 0.136
H 0.744 2.305 0.800 0.128
H -1.025 2.141 1.353 0.136
H 1.442 1.206 -1.144 0.173
H -0.563 1.759 -0.395 0.083
```

Output
Orbital gap ... 0.325 Ha
Molecular weight ... 136.1 u
Relative energy (zero: lowest compared OMol25 entry of this formula, charge and spin) ... 163.7 kcal per mole
Energy ... -13871.761 eV
SMILES ... CN(CCO)[N+](=O)NO
Lowest unoccupied orbital energy ... -5.4 eV
HOMO level ... -14.28 eV
Net charge ... +1

=====

Molecular formula: C3H10N3Si
Method: DFT, the ωB97M-V functional and the def2-TZVPD basis

Structure (XYZ):
```
17
Properties=species:S:1:pos:R:3:lowdin_charge:R:1
Si -0.351 -0.362 0.116 0.763
N 1.554 1.685 -0.358 -0.204
N 1.530 0.492 -0.414 0.057
N 1.491 2.770 -0.265 0.348
C -0.268 -1.547 -1.318 -0.168
C 0.049 -0.876 1.873 -0.178
C -1.425 1.273 -0.076 -0.156
H -1.087 1.509 -1.048 -0.007
H -1.021 2.102 0.650 0.074
H -1.180 -1.988 -1.543 0.016
H 2.236 -0.133 -0.908 0.190
H 0.255 -1.069 -2.258 0.098
H -0.867 -1.361 2.456 0.109
H 0.891 -1.522 1.894 0.017
H 0.346 -0.013 2.401 0.010
H -2.480 1.408 -0.042 0.026
H 0.329 -2.366 -1.161 0.004
```

Output
Orbital gap ... 0.416 Ha
Molecular weight ... 116.2 u
Relative energy (zero: lowest compared OMol25 entry of this formula, charge and spin) ... 38.2 kcal per mole
Energy ... -15612.352 eV
SMILES ... C[Si](C)(C)N[N+]#N
Lowest unoccupied orbital energy ... -4.1 eV
HOMO level ... -15.43 eV
Net charge ... +1